No. 1
The following is a DFT calculation (ωB97M-V/def2-TZVPD) of one molecule with the formula C6H16N at a distorted geometry.

The HOMO-LUMO gap (spin up / spin down) is 4.43 / 12.47 eV. Its LUMO energy (spin up / spin down) is 0.97 / 0.78 eV. For the total energy, the calculation gives -7968.43385 eV.

Geometry as ORCA input:
```
! RIJCOSX wB97M-V def2-TZVPD def2/J DEFGRID3
* xyz 0 2
C -0.57956 -1.82807 0.99525
C -0.42973 -0.91344 -0.20734
C 0.92531 -0.19040 -0.28816
C 0.84324 1.26877 0.17356
C 0.19832 1.38798 1.55368
C 0.13450 2.15053 -0.85483
N -0.65125 -1.75437 -1.47368
H -0.10072 -2.75364 0.88358
H -0.04851 -1.45359 1.87412
H -1.61326 -1.96439 1.31040
H -1.20484 -0.19069 -0.16211
H 1.23813 -0.20590 -1.32347
H 1.70452 -0.74034 0.24509
H 1.86343 1.65011 0.20496
H 0.74591 0.77652 2.27173
H -0.83860 1.07124 1.51314
H 0.17698 2.41980 1.90047
H -0.77996 1.71475 -1.26345
H -0.24775 3.05020 -0.36233
H 0.79742 2.49790 -1.64162
H -0.86708 -2.71646 -1.18562
H -1.46681 -1.46668 -2.09110
H 0.20030 -1.80984 -2.07226
*
```

***

No. 2
The following is a DFT calculation (ωB97M-V/def2-TZVPD) of a 2-piece molecular cluster, C6H16N overall at a distorted geometry.

The HOMO-LUMO gap is 7.27 eV. Its LUMO energy is -7.18 eV. For the total energy, the calculation gives -7961.35256 eV.

Geometry as ORCA input:
```
! RIJCOSX wB97M-V def2-TZVPD def2/J DEFGRID3
* xyz 1 1
C 0.81630 -2.25959 -1.40881
C -0.30901 -1.51200 -0.66376
C 0.00346 -0.04304 -0.52624
C -0.73869 0.88678 0.29306
C 0.17267 1.90297 1.07156
C -1.80121 1.67854 -0.56986
N -0.44521 -2.21882 0.61590
H 0.56568 -3.31544 -1.56720
H 1.75108 -2.24442 -0.82556
H 1.01206 -1.86652 -2.41393
H -1.22220 -1.66652 -1.24117
H 3.18762 0.81006 1.70736
H 0.42784 0.28021 -1.48567
H -1.19542 0.30679 1.09697
H 0.87542 1.33300 1.66867
H 0.75426 2.41109 0.30328
H -0.44155 2.59722 1.62552
H -2.19797 2.51877 -0.00449
H -2.62139 0.99315 -0.83858
H -1.33441 2.05477 -1.47719
H -0.98768 -1.67333 1.28516
H 3.26257 1.26616 2.28432
H 0.46576 -2.23985 1.07066
*
```